(1)
Below is a gas-phase ion, C6H10N5O (charge +1), with properties calculated with the ωB97M-V functional and the def2-TZVPD basis.

Structure (ORCA input):
```
! RIJCOSX wB97M-V def2-TZVPD def2/J DEFGRID3
* xyz 1 3
C 0.64 1.72 -0.12
C -1.61 0.80 0.22
C 2.04 -0.17 -0.51
C 0.42 -0.53 0.39
C 3.14 -0.74 0.29
C -3.65 -0.57 -0.24
N -0.28 -1.58 -0.10
N -1.48 -1.55 -0.25
N -0.19 0.78 0.19
N -2.23 -0.39 -0.06
N 1.84 1.31 -0.39
O -2.18 1.87 0.36
H 0.33 2.70 0.18
H 1.96 -0.66 -1.51
H 0.60 -0.57 1.46
H 3.53 -0.07 1.13
H 4.02 -1.01 -0.41
H 2.73 -1.67 0.64
H -4.09 0.48 0.00
H -4.05 -0.94 -1.30
H -4.04 -1.25 0.53
H 2.58 2.03 -0.51
*
```

The expectation value of S² is 2.0116. Its molar mass is 168.2 Da. The HOMO-LUMO gap (alpha / beta) comes out at 5.5 / 5.6 eV. For the energy above the lowest of the compared OMol25 structures with the same formula, charge and spin, the calculation gives 0.0 kcal per mole. The LUMO energy (alpha / beta) comes out at -4.47 / -8.44 eV. The calculation puts the largest force on an atom at 7.222 eV/A.

The molecule's natural (NBO) atomic charges, reported in e, are given here: atom 1 (C): 0.133, atom 2 (C): 0.703, atom 3 (C): 0.053, atom 4 (C): 0.059, atom 5 (C): -0.681, atom 6 (C): -0.451, atom 7 (N): -0.098, atom 8 (N): 0.110, atom 9 (N): -0.307, atom 10 (N): -0.226, atom 11 (N): -0.506, atom 12 (O): -0.556, atom 13 (H): 0.261, atom 14 (H): 0.255, atom 15 (H): 0.255, atom 16 (H): 0.251, atom 17 (H): 0.260, atom 18 (H): 0.255, atom 19 (H): 0.273, atom 20 (H): 0.260, atom 21 (H): 0.243, atom 22 (H): 0.452



(2)
Below is 8 unconnected molecules or ions with the total composition H16O8, with properties calculated with the ωB97M-V functional and the def2-TZVPD basis.

Structure (ORCA input):
```
! RIJCOSX wB97M-V def2-TZVPD def2/J DEFGRID3
* xyz 0 1
O 0.13 1.72 -3.14
H 0.27 1.60 -2.19
H 0.67 2.48 -3.37
O -0.49 -1.97 2.83
H -1.28 -2.40 3.16
H -0.80 -1.15 2.43
O -0.41 -0.19 0.70
H -0.20 0.71 0.39
H 0.44 -0.63 0.82
O 0.74 2.17 -0.37
H 1.64 1.93 -0.11
H 0.65 3.11 -0.16
O 1.16 -4.05 1.66
H 0.36 -3.65 2.03
H 1.56 -3.33 1.16
O -1.76 3.89 -0.15
H -1.83 2.98 -0.47
H -2.54 4.32 -0.50
O -2.16 -0.67 -1.49
H -1.76 -0.95 -2.32
H -1.48 -0.83 -0.81
O 2.05 -1.75 0.19
H 2.12 -1.88 -0.77
H 2.92 -1.42 0.46
*
```

Its molar mass is 144.1 Da. The HOMO-LUMO gap comes out at 10.0 eV. For the energy above the lowest of the compared OMol25 structures with the same formula, charge and spin, the calculation gives 41.2 kcal per mole. The LUMO energy comes out at -0.34 eV. The calculation puts the largest force on an atom at 0.371 eV/A. Its structure (SMILES) is O.O.O.O.O.O.O.O.

The molecule's natural (NBO) atomic charges, reported in e, are given here: atom 1 (O): -0.956, atom 2 (H): 0.485, atom 3 (H): 0.462, atom 4 (O): -0.970, atom 5 (H): 0.472, atom 6 (H): 0.498, atom 7 (O): -1.000, atom 8 (H): 0.499, atom 9 (H): 0.497, atom 10 (O): -0.972, atom 11 (H): 0.485, atom 12 (H): 0.510, atom 13 (O): -0.975, atom 14 (H): 0.482, atom 15 (H): 0.475, atom 16 (O): -0.957, atom 17 (H): 0.480, atom 18 (H): 0.478, atom 19 (O): -0.966, atom 20 (H): 0.465, atom 21 (H): 0.490, atom 22 (O): -0.959, atom 23 (H): 0.492, atom 24 (H): 0.486



(3)
Below is a molecular structure, C46H96F3N4O8Y, with properties calculated with the ωB97M-V functional and the def2-TZVPD basis.

Structure (ORCA input):
```
! RIJCOSX wB97M-V def2-TZVPD def2/J DEFGRID3
* xyz 0 1
Y 12.55 11.12 11.70
C 13.99 14.04 14.28
C 13.16 14.13 12.96
C 13.01 15.52 12.38
O 13.56 13.21 12.00
H 13.64 14.72 15.06
H 15.04 14.26 14.12
H 13.94 13.07 14.77
H 12.12 13.79 13.05
H 13.96 15.98 12.11
H 12.64 16.19 13.15
H 12.26 15.53 11.59
C 14.21 8.71 8.12
C 12.83 8.84 8.84
C 12.20 7.44 9.00
O 12.79 9.80 9.88
H 14.25 8.11 7.21
H 14.96 8.15 8.67
H 14.60 9.68 7.82
H 12.35 9.31 7.99
H 11.25 7.41 9.54
H 12.81 6.72 9.54
H 11.97 6.89 8.09
C 11.43 9.71 14.78
O 11.24 8.71 13.74
O 11.98 10.75 14.00
C 10.19 9.89 15.61
F 9.13 10.07 14.92
F 9.85 8.86 16.42
F 10.15 10.99 16.37
C 10.86 7.32 14.02
C 10.51 6.70 12.72
H 10.49 5.61 12.79
H 9.50 6.94 12.40
H 11.27 6.91 11.97
H 10.00 7.23 14.68
H 11.62 6.73 14.54
H 12.18 9.34 15.48
C 14.26 7.63 12.98
C 15.57 8.39 12.79
C 16.53 7.43 11.90
C 17.85 8.05 11.34
C 17.32 9.23 10.43
C 16.51 10.33 11.21
N 15.39 9.69 11.97
O 14.78 10.56 12.84
C 17.45 11.22 12.07
C 15.88 11.36 10.22
C 16.29 8.58 14.18
H 13.67 8.19 13.71
H 14.48 6.69 13.49
H 13.68 7.41 12.09
H 16.81 6.49 12.39
H 16.01 6.93 11.08
H 18.44 7.43 10.66
H 18.47 8.43 12.14
H 16.77 8.85 9.56
H 18.17 9.68 9.92
H 16.95 12.09 12.49
H 17.99 10.78 12.91
H 18.28 11.66 11.51
H 16.62 11.83 9.57
H 15.12 10.86 9.61
H 15.38 12.21 10.69
H 15.72 9.24 14.83
H 17.26 9.06 14.04
H 16.41 7.58 14.58
H 15.38 10.61 13.58
C 11.68 13.50 9.02
C 10.32 12.88 9.21
C 9.90 12.13 7.89
C 8.65 11.21 8.00
C 8.92 10.22 9.06
C 9.20 10.81 10.43
N 10.36 11.85 10.33
O 10.51 12.47 11.59
C 7.84 11.34 11.12
C 9.55 9.62 11.32
C 9.34 14.10 9.39
H 12.04 14.18 9.80
H 11.70 14.17 8.16
H 12.36 12.72 8.70
H 9.66 12.80 7.06
H 10.71 11.48 7.57
H 8.63 10.63 7.07
H 7.71 11.76 8.01
H 9.70 9.54 8.71
H 7.96 9.70 9.11
H 7.90 11.63 12.17
H 7.19 11.96 10.50
H 7.16 10.49 11.18
H 9.59 9.82 12.39
H 8.91 8.74 11.22
H 10.40 9.01 11.01
H 8.96 14.53 8.47
H 9.77 14.88 10.02
H 8.51 13.89 10.07
H 9.81 13.12 11.61
C 18.33 14.67 6.21
C 16.87 14.90 5.78
C 16.34 13.40 5.51
C 15.73 12.76 6.79
C 14.82 13.73 7.57
C 15.47 15.12 7.91
N 16.08 15.69 6.74
O 16.64 16.90 6.91
C 14.28 16.03 8.55
C 16.51 14.82 9.06
C 16.84 15.62 4.39
H 18.83 14.23 5.35
H 18.84 15.61 6.42
H 18.50 13.90 6.95
H 15.64 13.46 4.67
H 17.09 12.66 5.25
H 15.29 11.80 6.53
H 16.63 12.48 7.35
H 14.40 13.28 8.47
H 14.03 13.97 6.86
H 14.68 16.96 8.98
H 13.64 15.54 9.28
H 13.61 16.31 7.74
H 15.94 14.52 9.93
H 17.02 15.78 9.18
H 17.18 13.99 8.81
H 17.63 16.38 4.35
H 17.17 14.96 3.59
H 15.90 16.10 4.14
H 15.99 17.57 6.66
C 6.71 15.41 12.26
C 7.83 16.28 12.83
C 7.28 17.28 13.91
C 6.85 16.63 15.17
C 8.07 15.97 15.80
C 8.88 14.99 14.91
N 9.00 15.60 13.51
O 9.85 14.84 12.65
C 10.23 14.69 15.56
C 8.10 13.69 14.80
C 8.33 17.30 11.77
H 5.91 15.93 11.74
H 6.21 14.96 13.12
H 7.06 14.67 11.55
H 8.08 17.98 14.15
H 6.53 17.94 13.49
H 6.01 15.96 15.02
H 6.49 17.31 15.95
H 7.72 15.55 16.75
H 8.74 16.75 16.16
H 11.06 15.31 15.22
H 10.12 14.69 16.65
H 10.49 13.69 15.22
H 8.24 13.08 15.70
H 7.05 13.68 14.52
H 8.62 13.15 14.01
H 9.02 16.79 11.10
H 8.77 18.22 12.16
H 7.50 17.66 11.17
H 10.70 15.27 12.80
*
```

Its molar mass is 979.2 Da. The HOMO-LUMO gap comes out at 8.4 eV. For the energy above the lowest of the compared OMol25 structures with the same formula, charge and spin, the calculation gives 0.0 kcal per mole. The LUMO energy comes out at 0.61 eV. The calculation puts the largest force on an atom at 5.018 eV/A.

Results of the Mulliken charge analysis, in e, for atoms 1 through 99: atom 1 (Y): -0.362, atom 2 (C): -2.009, atom 3 (C): 2.770, atom 4 (C): -1.803, atom 5 (O): 0.297, atom 6 (H): 0.478, atom 7 (H): 0.378, atom 8 (H): 0.278, atom 9 (H): -1.445, atom 10 (H): 0.371, atom 11 (H): 0.442, atom 12 (H): 0.249, atom 13 (C): -0.844, atom 14 (C): 0.405, atom 15 (C): -1.447, atom 16 (O): 0.959, atom 17 (H): 0.580, atom 18 (H): 0.011, atom 19 (H): -0.169, atom 20 (H): -0.147, atom 21 (H): 0.225, atom 22 (H): 0.307, atom 23 (H): 0.437, atom 24 (C): -0.180, atom 25 (O): 0.331, atom 26 (O): -0.472, atom 27 (C): 0.407, atom 28 (F): -0.278, atom 29 (F): -0.320, atom 30 (F): -0.311, atom 31 (C): -0.549, atom 32 (C): -0.895, atom 33 (H): 0.484, atom 34 (H): 0.231, atom 35 (H): -0.003, atom 36 (H): 0.426, atom 37 (H): 0.335, atom 38 (H): 0.416, atom 39 (C): -1.674, atom 40 (C): 1.486, atom 41 (C): -1.497, atom 42 (C): -0.825, atom 43 (C): -1.295, atom 44 (C): 2.199, atom 45 (N): 0.882, atom 46 (O): -0.286, atom 47 (C): -2.098, atom 48 (C): -1.480, atom 49 (C): -1.823, atom 50 (H): 0.004, atom 51 (H): 0.656, atom 52 (H): -0.090, atom 53 (H): 0.513, atom 54 (H): 0.458, atom 55 (H): 0.487, atom 56 (H): 0.343, atom 57 (H): 0.288, atom 58 (H): 0.474, atom 59 (H): 0.321, atom 60 (H): 0.367, atom 61 (H): 0.443, atom 62 (H): 0.546, atom 63 (H): -0.514, atom 64 (H): -0.244, atom 65 (H): 0.412, atom 66 (H): 0.362, atom 67 (H): 0.474, atom 68 (H): 0.131, atom 69 (C): -0.550, atom 70 (C): 2.074, atom 71 (C): -1.518, atom 72 (C): -0.750, atom 73 (C): -1.336, atom 74 (C): 2.154, atom 75 (N): 0.670, atom 76 (O): 3.944, atom 77 (C): -1.898, atom 78 (C): -2.767, atom 79 (C): -1.804, atom 80 (H): -1.831, atom 81 (H): 0.785, atom 82 (H): 0.245, atom 83 (H): 0.429, atom 84 (H): 0.305, atom 85 (H): 0.483, atom 86 (H): 0.348, atom 87 (H): 0.206, atom 88 (H): 0.388, atom 89 (H): 0.080, atom 90 (H): 0.434, atom 91 (H): 0.549, atom 92 (H): 0.433, atom 93 (H): 0.733, atom 94 (H): -0.098, atom 95 (H): 0.411, atom 96 (H): 0.144, atom 97 (H): 0.077, atom 98 (H): -1.423, atom 99 (C): -1.814



Q: Which of these has the lowest largest force on an atom?
A: H16O8